# 1
Entry from OMol25: an isolated ion of composition C2HN4O3 and charge -1 in a non-equilibrium geometry (ωB97M-V with the def2-TZVPD basis set).

XYZ file:
```
10
Properties=species:S:1:pos:R:3:forces:R:3:mulliken_charge:R:1
N 0.7862 -0.2585 -0.5937 1.5452 -1.5386 0.6362 -0.5791
O -0.1479 2.4784 -3.6802 -1.0604 -1.3330 0.3072 -0.6574
N -1.0895 2.8564 -1.7813 -0.3062 1.2798 -1.1083 -0.6255
O -0.8454 0.7374 -2.4959 -0.2865 0.5193 -1.1284 -0.6780
O -1.8874 3.3310 0.2785 0.9816 -0.3474 -0.8539 -0.6477
C -1.2484 2.5892 -0.4773 -1.7786 -0.6891 1.3623 0.4879
N -0.7225 1.4081 0.0492 -0.6407 -0.4181 0.2971 -0.4633
H 0.8743 -0.9141 -1.3058 0.0976 -1.2047 -1.3414 0.2688
C -0.1491 0.4858 -0.5306 -0.3478 3.0462 1.3261 0.7488
N -0.7296 1.9900 -2.6832 1.7957 0.6856 0.5030 1.1454
```
Forces are in eV/Å.

Computed properties:
Spin multiplicity   1
Orbital gap   9.26 eV
LUMO   0.144 Eh
E_tot   -14190.695 eV
SMILES   N=C=NC(=O)N=[N+]([O-])[O-]
Net charge   -1
Relative energy (zero: lowest compared OMol25 entry of this formula, charge and spin)   0.0 kJ/mol

=====

# 2
Entry from OMol25: C2HN4O3 as an isolated structure in a non-equilibrium geometry (ωB97M-V with the def2-TZVPD basis set).

XYZ file:
```
10
Properties=species:S:1:pos:R:3:forces:R:3:mulliken_charge:R:1
N -1.3170 1.0490 -0.1873 0.3958 0.4234 -0.1479 1.1332
O -2.4964 1.2168 0.1057 -0.5635 0.0523 -0.0534 -0.6901
O -0.4335 -2.0185 -0.9922 0.5523 0.6500 0.9889 -0.3949
N -0.1048 -1.5849 0.1105 0.1250 -2.6789 -1.0114 -0.0814
C 0.6053 -0.2893 0.0837 -1.4808 1.1116 -5.6194 0.4337
N 2.6153 -0.1054 1.6629 0.1215 0.0611 -0.0220 -0.4757
N -0.6559 0.1844 0.5333 0.0759 0.6362 1.9361 -0.6922
O -0.7485 1.7044 -1.0666 0.1607 0.3523 -0.7679 -0.6801
H 0.8138 -0.0051 -1.1931 -0.2320 -0.6368 3.9481 0.3476
C 1.7217 -0.1514 0.9430 0.8450 0.0287 0.7489 0.0999
```
Forces are in eV/Å.

Computed properties:
Spin multiplicity   1
Orbital gap   9.02 eV
LUMO   0.145 Eh
E_tot   -14187.455 eV
Net charge   -1
Relative energy (zero: lowest compared OMol25 entry of this formula, charge and spin)   312.6 kJ/mol

=====

# 3
Entry from OMol25: an isolated ion of composition C2HN4S and charge -1 in a non-equilibrium geometry (ωB97M-V with the def2-TZVPD basis set).

XYZ file:
```
8
Properties=species:S:1:pos:R:3:forces:R:3:mulliken_charge:R:1
C -0.8680 -0.7039 -0.6786 -3.6554 -2.0015 0.2772 -0.5829
S -2.6959 -1.5708 0.0013 3.2324 1.6295 -0.9111 -0.1972
N 1.8484 1.1189 0.2716 0.7183 0.7679 0.9587 -0.3597
H -0.7300 -1.0118 -1.6970 -0.0843 -0.1040 -0.1286 0.4327
C 0.0340 0.0484 0.0020 1.2742 0.9012 0.9135 0.6693
N 0.0516 0.5070 1.2931 -1.5265 -0.9882 -0.5081 -0.2953
N 1.2073 0.4660 -0.6172 -1.1925 -0.9466 -0.8453 -0.3035
N 1.1527 1.1462 1.4248 1.2338 0.7416 0.2438 -0.3635
```
Forces are in eV/Å.

Computed properties:
Spin multiplicity   3
Orbital gap (spin up / spin down)   6.16 / 6.56 eV
LUMO (spin up / spin down)   0.119 / 0.045 Eh
E_tot   -18882.724 eV
<S²>   2.020
Net charge   -1
Relative energy (zero: lowest compared OMol25 entry of this formula, charge and spin)   96.7 kJ/mol

=====

# 4
Entry from OMol25: a 2-piece molecular cluster, C2HN5O8 overall in a non-equilibrium geometry (ωB97M-V with the def2-TZVPD basis set).

XYZ file:
```
16
Properties=species:S:1:pos:R:3:forces:R:3:mulliken_charge:R:1
H -0.3473 -1.8053 0.9771 -0.5346 0.1821 0.9318 0.2597
N -1.6547 -0.4701 -1.0883 -0.5779 0.5990 0.5447 1.0084
C 0.0492 0.3885 0.6983 -1.7286 -2.8995 -0.1189 0.4910
O 1.2917 0.1531 -2.9753 0.8342 0.9906 -2.2550 -0.4431
C -0.4069 -0.3626 -0.5238 4.3429 -0.0266 1.7828 -0.1345
N 1.4419 -0.4480 -2.0166 -3.9246 -0.5394 2.5806 0.9543
N -0.9125 0.7671 1.7772 0.2388 -0.3370 0.4110 1.0288
O 1.9571 -1.2907 -1.4410 2.1188 -1.5472 -0.5309 -0.3157
O 1.7703 1.4817 1.7901 -0.1565 -0.1664 0.1845 -0.5528
O -2.1993 0.6124 -1.1220 -1.4334 0.6212 -0.7150 -0.5541
N 1.3713 0.9927 0.7696 0.7556 0.8311 -0.5614 1.0311
O -0.8877 1.8801 2.2204 -0.1476 0.2569 -0.3518 -0.5400
O -1.5934 -0.1629 2.1573 -0.4153 0.2810 0.0307 -0.5747
O 1.9845 0.8815 -0.2701 0.7097 1.0338 0.7258 -0.5760
O -2.0513 -1.5375 -1.4871 -0.2400 -0.4446 -0.2640 -0.5878
N 0.1871 -1.0800 0.5342 0.1583 1.1650 -2.3949 -0.4945
```
Forces are in eV/Å.

Computed properties:
Spin multiplicity   1
Orbital gap (spin up / spin down)   7.20 / 8.37 eV
LUMO (spin up / spin down)   -0.088 / -0.055 Eh
E_tot   -25903.753 eV
Net charge   0
Relative energy (zero: lowest compared OMol25 entry of this formula, charge and spin)   147.5 kJ/mol

=====

# 5
Entry from OMol25: one molecule with the formula C2HNO in a non-equilibrium geometry (ωB97M-V with the def2-TZVPD basis set).

XYZ file:
```
5
Properties=species:S:1:pos:R:3:forces:R:3:mulliken_charge:R:1
C -0.2519 0.6337 -0.5426 2.0690 5.5914 -3.4325 0.2968
H 0.6999 -0.2156 1.1317 2.7026 0.8604 3.0670 0.3884
O -0.4556 -1.5630 0.2440 1.1544 1.5427 0.6074 -0.3983
C 0.0682 -0.4706 0.4012 -4.4568 -2.5380 -3.9355 0.0434
N -0.0605 1.6155 -1.2344 -1.4692 -5.4564 3.6936 -0.3303
```
Forces are in eV/Å.

Computed properties:
Spin multiplicity   1
Orbital gap   10.71 eV
LUMO   -0.038 Eh
E_tot   -5625.748 eV
SMILES   N#CC=O
Net charge   0
Relative energy (zero: lowest compared OMol25 entry of this formula, charge and spin)   80.2 kJ/mol

=====

# 6
Entry from OMol25: C2HNO2 as an isolated structure in a non-equilibrium geometry (ωB97M-V with the def2-TZVPD basis set).

XYZ file:
```
6
Properties=species:S:1:pos:R:3:forces:R:3:mulliken_charge:R:1
C -0.5973 -0.2040 -0.4567 1.8510 -0.0344 1.8170 0.6172
H 0.1927 1.1184 1.3423 -0.2439 2.8318 3.3770 0.4141
O 0.5854 -0.8141 -0.9034 -0.5817 -0.3858 -1.4558 -0.1706
O -1.6891 -0.4645 -0.6650 -3.0603 -0.4621 -1.2316 -0.3671
C 0.2471 0.4815 0.5939 0.8622 -2.8204 -4.3113 -0.3099
N 1.2612 -0.1174 0.0889 1.1727 0.8709 1.8048 -0.1837
```
Forces are in eV/Å.

Computed properties:
Spin multiplicity   1
Orbital gap   10.74 eV
LUMO   -0.017 Eh
E_tot   -7671.852 eV
Net charge   0
Relative energy (zero: lowest compared OMol25 entry of this formula, charge and spin)   314.4 kJ/mol

=====

# 7
Entry from OMol25: a 2-piece molecular cluster, C2HNO2 overall in a non-equilibrium geometry (ωB97M-V with the def2-TZVPD basis set).

XYZ file:
```
6
Properties=species:S:1:pos:R:3:forces:R:3:mulliken_charge:R:1
C 0.2324 1.1023 -0.3349 0.9362 -1.2854 0.5753 0.0347
O 2.4730 2.9672 -1.8441 0.9147 -0.3627 -1.3444 -0.3332
C 1.8911 3.2693 -0.9086 -0.2234 0.2182 0.5476 0.7027
N 0.9686 0.3752 0.1303 0.5897 -1.0488 0.6738 -0.3438
O 1.2728 3.5516 0.0211 -0.3586 0.6238 0.8023 -0.3778
H -0.2398 1.8364 -0.8323 -1.8586 1.8549 -1.2547 0.3174
```
Forces are in eV/Å.

Computed properties:
Spin multiplicity   1
Orbital gap   13.29 eV
LUMO   0.019 Eh
E_tot   -7674.898 eV
SMILES   O=C=O.C#N
Net charge   0
Relative energy (zero: lowest compared OMol25 entry of this formula, charge and spin)   20.5 kJ/mol

=====

# 8
Entry from OMol25: a 2-piece molecular cluster, C2HNO2 overall in a non-equilibrium geometry (ωB97M-V with the def2-TZVPD basis set).

XYZ file:
```
6
Properties=species:S:1:pos:R:3:forces:R:3:mulliken_charge:R:1
N 1.4371 -1.6361 -0.0701 0.4834 -0.5476 0.2395 -0.2821
O -0.2906 1.3668 0.6752 0.1654 1.0440 3.4713 -0.2327
H -1.3825 -0.7796 0.2284 2.3185 3.3530 -1.4970 0.2346
O -0.2983 1.4724 -0.7236 -0.0020 0.1533 -3.4848 -0.2221
C -0.2291 0.2914 -0.1078 -4.0278 -4.5525 2.3922 0.4384
C 0.7633 -0.7150 -0.0021 1.0624 0.5498 -1.1213 0.0639
```
Forces are in eV/Å.

Computed properties:
Spin multiplicity   1
Orbital gap   11.14 eV
LUMO   -0.012 Eh
E_tot   -7668.139 eV
Net charge   0
Relative energy (zero: lowest compared OMol25 entry of this formula, charge and spin)   672.6 kJ/mol